Entry from the OMol25 dataset: C2H6BrNOSi as an isolated structure at a distorted geometry (the ωB97M-V functional and the def2-TZVPD basis).

Results
- lowest unoccupied orbital energy (Eh) = 0.0221
- E (Eh) = -3073.26480
- frontier orbital gap (eV) = 10.542
- largest force on an atom (eV/Å) = 4.39

Each line ends with the Löwdin charge.
CARTESIAN COORDINATES (ANGSTROEM)
Br: -2.185967 -0.176885 0.146844  0.67
Si: 0.540933 -1.919163 -0.244728  0.66
O: 0.708387 0.853769 -1.438665  0.01
N: -0.010327 2.103675 0.253389  0.10
C: -0.245735 -0.226248 0.411425  -0.82
C: 0.128231 0.897784 -0.369402  -0.84
H: -0.451387 -3.033474 0.164963  -0.06
H: 1.766720 -1.860910 0.461260  -0.08
H: 0.133972 -0.065601 1.555058  0.13
H: 0.165385 -1.804553 -1.778469  -0.01
H: -0.530588 2.245126 1.152847  0.12
H: -0.019622 2.986479 -0.314520  0.13

Cartesian forces, eV/Å:
-0.2334 -0.4952 0.5598
-4.0360 0.8909 -1.4826
-0.3478 -0.5087 -0.4293
-1.2290 2.7591 0.9686
0.3242 -2.9833 3.2036
2.3828 3.0883 -0.9661
1.0570 0.6595 0.1444
1.3829 -0.4156 0.0229
-1.5106 -0.3243 -2.5480
1.2084 -0.2909 1.4182
0.6792 -0.7235 -1.4808
0.3223 -1.6563 0.5893


Entry from the OMol25 dataset: C33H31IN8O4SSc as an isolated structure (the ωB97M-V functional and the def2-TZVPD basis).

Results
- lowest unoccupied orbital energy (Eh) = -0.1140
- total charge = +1
- E (Eh) = -3471.70284
- frontier orbital gap (eV) = 7.569
- largest force on an atom (eV/Å) = 0.57

Each line ends with the Löwdin charge.
CARTESIAN COORDINATES (ANGSTROEM)
I: 6.276710 -0.261524 -2.851361  0.93
Sc: 0.497792 0.855287 -1.025130  1.04
S: -0.339459 -0.375435 3.536615  0.93
O: 1.087025 -2.571120 0.538763  0.10
O: -1.142207 0.177544 0.265381  -0.07
O: -0.476391 2.252392 0.332423  -0.08
O: 0.508468 -0.008681 4.694999  -0.49
N: 1.787939 -0.297751 0.479929  0.12
N: -1.871312 0.296517 3.903901  -0.21
N: 3.541504 2.769537 1.537351  0.14
N: 2.164718 0.921626 -2.682565  -0.02
N: -1.898332 0.416112 -2.922712  0.12
N: 2.953190 -0.259785 2.340250  0.15
N: 2.210579 2.329977 -0.154081  0.04
N: -1.307016 1.372119 -2.385467  -0.02
C: 1.864673 1.250768 -3.943383  -0.11
C: -1.926894 4.994988 -2.230159  -0.06
C: 4.076428 0.759637 -4.687374  -0.10
C: -0.800082 -2.086949 3.724121  -0.37
C: -3.422344 2.649276 -2.420875  -0.01
C: -1.236667 1.331111 0.774100  -0.62
C: -2.239429 1.693830 1.842682  -0.08
C: 2.773029 1.841297 0.931017  -0.25
C: -1.778177 -1.795718 -3.740713  -0.01
C: -4.054806 3.880032 -2.382632  -0.06
C: -1.740679 -4.087785 2.819229  -0.03
C: -3.312312 5.051830 -2.290959  -0.07
C: -1.202580 -0.816376 -2.934160  -0.28
C: -0.966967 -4.037668 5.087736  -0.03
C: -0.593668 -2.713723 4.943418  -0.06
C: -1.289576 3.765928 -2.256348  -0.04
C: 0.003025 -0.985103 -2.223424  -0.15
C: 3.402865 0.508110 -2.410675  -0.20
C: -1.545396 -4.742023 4.031609  -0.26
C: 2.526629 0.453783 1.294372  -0.25
C: -1.360893 -2.763883 2.654530  -0.08
C: 2.476250 -1.545924 2.211796  0.01
C: -1.930057 -6.184185 4.203552  -0.05
C: 2.629240 3.632034 -0.249917  -0.08
C: 4.383815 0.407118 -3.381333  -0.71
C: 2.790232 1.191538 -4.968006  -0.02
C: 1.754200 -1.541159 1.052021  -0.38
C: -1.128620 -3.007756 -3.897926  -0.07
C: 0.088193 -3.203292 -3.264128  -0.06
C: 0.637546 -2.206985 -2.455238  -0.14
C: -2.035681 2.600884 -2.361983  -0.25
C: -2.734439 0.573669 2.753411  -0.24
C: 3.458294 3.921966 0.789728  -0.04
H: -3.709722 0.843117 3.158854  0.12
H: -1.503644 -2.261785 1.702855  0.10
H: -1.347471 5.904946 -2.154976  0.11
H: 3.479189 0.073616 3.130414  0.17
H: 3.614493 0.245395 -1.382477  0.09
H: 2.504688 1.473061 -5.971406  0.12
H: 4.084792 2.656743 2.376036  0.17
H: 4.822141 0.695576 -5.467780  0.11
H: -1.042179 -6.813666 4.283803  0.09
H: -1.671782 1.128665 4.453193  0.09
H: -3.985262 1.729086 -2.491658  0.11
H: 0.842354 1.558347 -4.131868  0.11
H: 3.978918 4.821184 1.064390  0.12
H: 2.304921 4.281038 -1.044678  0.12
H: -3.074430 2.150047 1.298395  0.14
H: -5.134612 3.927315 -2.422656  0.11
H: -2.513856 -6.326569 5.113240  0.08
H: -0.145214 -2.157512 5.756798  0.11
H: -2.186750 -4.623575 1.990613  0.12
H: -0.811903 -4.536896 6.036953  0.12
H: -1.805341 2.503220 2.434059  0.13
H: -0.208032 3.707782 -2.194908  0.10
H: 2.633049 -2.304631 2.954552  0.14
H: 1.606770 -2.407740 -2.005106  0.10
H: 0.572862 -2.285213 -0.235322  0.07
H: -1.556181 -3.783446 -4.517867  0.11
H: -3.815220 6.008878 -2.262611  0.11
H: -2.519159 -6.540522 3.360237  0.08
H: -2.715232 -1.587013 -4.240775  0.12
H: 0.619483 -4.137271 -3.400448  0.11
H: -2.876029 -0.348267 2.187761  0.11

Cartesian forces, eV/Å:
0.0016 -0.0001 -0.0020
0.2986 0.2098 0.4358
-0.0607 0.0179 -0.1767
-0.0180 0.0380 0.0253
-0.2143 -0.1151 0.1665
-0.0615 -0.2129 -0.0041
0.0375 -0.0219 -0.0346
0.0915 -0.1602 0.0215
0.0573 -0.0115 0.0300
-0.0245 0.0111 -0.0466
-0.1376 0.1085 -0.1854
-0.0131 -0.1189 -0.0532
0.0908 0.0943 -0.0684
0.0168 -0.0823 -0.0162
-0.0142 -0.1541 -0.0733
-0.0421 -0.0342 0.0149
-0.0203 -0.0153 -0.0013
-0.0117 -0.0077 0.0356
0.0712 0.0279 0.0779
-0.0009 -0.0692 0.0042
0.0750 0.2471 0.0736
0.0177 0.0499 -0.1387
-0.0141 -0.2093 0.0928
-0.0223 0.0768 0.0267
-0.0007 0.0524 0.0032
0.0052 -0.0368 0.0241
-0.0023 -0.0293 -0.0054
0.0240 0.0495 0.0138
0.0186 0.0178 0.0275
0.0088 -0.0169 0.0139
0.0031 0.0297 0.0092
-0.1043 -0.0469 -0.2058
0.0112 0.0114 0.0426
-0.0158 0.0100 -0.0490
0.0571 0.2253 0.0298
-0.0028 0.0939 -0.0767
-0.0711 0.0214 0.0402
-0.0149 -0.0164 0.0005
0.0034 0.0246 0.0431
0.0111 0.0022 -0.0412
0.0065 0.0011 -0.0137
-0.1894 -0.0645 0.0130
-0.0113 -0.0130 -0.0076
0.0394 -0.0157 0.0019
0.0133 0.0476 -0.0043
0.0951 0.1231 -0.0317
0.0623 0.0392 0.0242
-0.0337 0.0026 -0.0024
0.0060 -0.0115 -0.0180
0.0359 -0.0350 0.0149
0.0048 0.0057 -0.0033
-0.0559 0.0346 0.0347
-0.0022 -0.0044 -0.0051
-0.0032 -0.0021 -0.0014
-0.0117 -0.0021 0.0156
0.0046 -0.0004 -0.0039
0.0035 -0.0037 0.0008
-0.0254 -0.0123 0.0242
-0.0020 0.0055 0.0026
0.0206 -0.0010 -0.0097
0.0064 -0.0006 0.0006
0.0178 -0.0031 -0.0105
-0.0248 -0.0898 -0.0106
-0.0065 0.0002 -0.0014
-0.0004 -0.0028 0.0015
-0.0030 0.0000 0.0047
-0.0043 -0.0053 -0.0083
0.0018 -0.0016 0.0006
0.0015 0.0010 -0.0491
0.0010 -0.0014 0.0002
0.0245 -0.0375 -0.0109
0.0188 -0.0215 -0.0256
-0.0263 0.0046 -0.0010
-0.0045 -0.0018 -0.0096
-0.0053 0.0036 0.0020
-0.0014 -0.0040 -0.0004
-0.0056 0.0049 0.0014
0.0077 0.0004 0.0035
0.0122 0.0006 0.0078


Entry from the OMol25 dataset: a 2-piece molecular cluster, C2H5N4 overall at a distorted geometry (the ωB97M-V functional and the def2-TZVPD basis).

Results
- lowest unoccupied orbital energy (alpha / beta) (Eh) = -0.1746 / -0.2378
- total charge = +1
- E (Eh) = -297.63953
- ⟨S²⟩ = 2.017
- frontier orbital gap (alpha / beta) (eV) = 4.571 / 8.271
- largest force on an atom (eV/Å) = 10.53
- 2S+1 = 3

Each line ends with the Mulliken spin population.
CARTESIAN COORDINATES (ANGSTROEM)
N: 2.809515 0.220952 -0.057640  0.19
N: 1.807009 -0.241556 0.051425  0.93
N: -1.714419 -0.984628 0.008067  0.01
N: 3.948389 0.454849 -0.153205  0.85
C: -0.559502 -1.436475 0.482140  0.00
C: -2.731791 -0.483978 -0.346938  0.01
H: -0.603795 -2.547638 0.607581  0.00
H: -0.202187 -0.929015 1.384222  0.01
H: 0.310756 -1.101917 -0.036478  -0.01
H: -3.546959 0.166530 -0.657693  0.00
H: 4.285563 1.317798 0.060034  0.01

Cartesian forces, eV/Å:
1.7543 6.8252 0.4271
-8.9046 -5.5809 0.6829
-8.1568 4.3346 -2.6970
7.4996 -4.5965 -2.1412
2.3739 -2.7603 2.0958
5.3770 -2.0541 1.7749
0.1879 0.9411 -0.0701
-1.0788 -0.1270 0.5956
0.2093 -0.3994 -1.6520
0.0916 -0.5725 0.0142
0.6466 3.9898 0.9699


Entry from the OMol25 dataset: C25H28F5O2Sn as an isolated structure at a distorted geometry (the ωB97M-V functional and the def2-TZVPD basis).

Results
- lowest unoccupied orbital energy (Eh) = 0.0849
- total charge = -1
- E (Eh) = -1833.39430
- frontier orbital gap (eV) = 6.131
- largest force on an atom (eV/Å) = 2.77

Each line ends with the Löwdin charge.
CARTESIAN COORDINATES (ANGSTROEM)
Sn: -0.020311 -0.181186 -1.195614  1.42
F: 3.337285 3.890671 0.622240  0.09
F: 1.208413 1.536838 4.119180  0.09
F: 2.070509 2.358647 -1.201659  0.02
F: 0.019090 -0.085177 2.348011  0.03
F: 2.784777 3.608965 3.280710  0.10
O: 0.297496 -0.176408 -6.158852  -0.10
O: 2.109257 3.062983 -4.856879  -0.16
C: -2.290124 -0.667754 0.735405  -0.23
C: -2.093825 0.750058 0.774266  -0.24
C: 0.281097 0.406603 -8.331210  -0.08
C: 2.248917 2.767707 2.379832  -0.14
C: 1.501661 -2.211510 1.276123  -0.17
C: 0.250911 1.082528 -6.974681  -0.16
C: 2.603258 -1.802137 0.471534  -0.16
C: -3.003233 -0.976408 -0.463125  -0.23
C: 1.837764 2.096575 0.118027  -0.23
C: 0.979379 3.979817 -4.899562  -0.20
C: -3.279351 0.250385 -1.136244  -0.24
C: -2.661027 1.311057 -0.412567  -0.23
C: 0.421152 -2.547701 0.445532  -0.18
C: 1.698161 1.859457 -4.133082  -0.18
C: 1.419892 1.738506 2.799488  -0.13
C: 0.163225 1.942914 -3.925733  -0.20
C: -0.162808 3.437926 -4.022977  -0.16
C: 0.851214 -2.372081 -0.943279  -0.40
C: 2.239112 -1.892074 -0.881758  -0.22
C: 1.623550 -1.686297 -7.624177  -0.03
C: -0.889721 -1.722346 -7.738736  -0.03
C: 2.490111 2.929384 1.024038  -0.15
C: 0.801951 0.922837 1.841238  -0.23
C: 0.343831 -0.876120 -7.452689  -0.57
C: 0.968144 1.079262 0.466993  -0.15
H: -0.189081 3.910132 -3.031255  0.11
H: -0.533256 -2.962845 0.762886  0.09
H: 1.177259 0.641062 -8.920835  0.12
H: -2.047210 -1.366605 1.534542  0.08
H: -3.338182 -1.970756 -0.759630  0.07
H: 2.891385 -1.726666 -1.741615  0.08
H: 2.525862 -1.096289 -7.429701  0.09
H: -1.793888 -1.101338 -7.685229  0.09
H: 1.598376 -2.515011 -6.906956  0.09
H: 0.628533 4.006456 -5.954427  0.10
H: 1.122579 1.727330 -6.765764  0.11
H: -0.315636 1.387433 -4.747542  0.08
H: 0.370246 -2.830412 -1.813737  0.08
H: -0.683224 0.523295 -8.851021  0.11
H: 3.592661 -1.539536 0.857185  0.09
H: -0.175415 1.541171 -2.958216  -0.03
H: 2.024507 0.961669 -4.712661  0.11
H: 1.280285 4.991821 -4.582005  0.11
H: -1.127983 3.582422 -4.519570  0.11
H: -3.949486 0.372546 -1.991512  0.07
H: -0.969243 -2.527337 -7.005946  0.08
H: -2.676046 2.378242 -0.653369  0.07
H: -0.678266 1.654018 -6.800504  0.12
H: -0.823311 -2.159358 -8.754246  0.09
H: -1.701211 1.322697 1.608963  0.08
H: 2.193481 1.767154 -3.144524  0.09
H: 1.531030 -2.338996 2.358752  0.09
H: 1.700377 -2.114820 -8.636858  0.09

Cartesian forces, eV/Å:
-1.0607 0.0032 1.3130
-0.0743 0.0623 -0.0815
0.0939 0.1572 -0.4119
0.0226 -0.0583 0.4108
0.8041 1.0526 -0.1584
0.0901 -0.1546 -0.1588
-0.1480 0.8990 -2.6151
-1.1480 -0.0957 0.8183
0.0851 0.5749 -0.5734
-0.4388 -0.2332 -0.8452
0.0332 -0.2424 1.0426
-0.1523 -0.1494 -0.0087
0.1812 -0.4379 -0.5254
0.0652 0.8905 1.0624
-0.2703 -0.4559 -0.0961
-0.1970 0.7976 0.0463
-0.1206 0.1384 0.1816
-0.0215 -0.1813 -0.4399
0.1411 -0.1294 0.3119
-0.3686 -0.6120 0.4985
0.9964 -0.1368 -0.6667
0.1157 -0.4160 0.3584
-0.4722 -0.4501 -0.3238
0.2736 -0.0195 -0.4870
0.4772 -0.1765 -0.1645
0.7503 0.0572 1.1634
-0.6396 -0.3993 0.2141
-0.0700 -0.2377 0.3014
-0.0116 -0.1500 0.2738
-0.1998 -0.1611 0.0694
-0.0465 -0.4799 0.4425
0.0763 -0.6843 -1.3292
0.6408 -0.1630 0.5837
0.0609 -0.1151 -0.2793
0.2707 0.2646 -0.1611
-0.4826 -0.1860 -0.0197
0.0626 0.2488 -0.3258
0.0591 0.2999 0.0525
-0.2634 0.0075 0.2776
-0.2327 0.0330 0.0000
0.1833 -0.1937 0.0500
0.1478 0.0560 -0.0841
0.2632 0.2223 0.4334
-0.3898 -0.3115 0.1357
-0.0503 0.2115 0.7643
0.1848 0.2625 0.3518
0.7011 -0.1167 -0.1861
-0.4381 0.0990 -0.2196
0.2224 0.1642 -0.7775
-0.4511 0.7441 0.2046
0.1683 -0.4041 -0.2266
0.1061 0.1425 0.2142
0.5481 -0.1079 0.0660
-0.1109 -0.0610 -0.0416
-0.0934 -0.4312 0.0484
0.3943 -0.2813 0.1956
0.0205 0.2232 0.4789
0.0340 -0.1769 -0.3189
-0.0377 0.4678 -0.7941
-0.1377 0.3234 -0.3391
-0.1469 0.2066 0.2943